This record from OMol25 describes a 6-piece molecular cluster, C28H47BrN3O12 overall. The level of theory is ωB97M-V/def2-TZVPD.

Its net charge is +1. For the orbital gap, the calculation gives 7.854 eV.

Bonds (Å) are listed after each position.
Atoms and positions in Å:
1 C 5.418 -0.136 1.194  C2 1.668, H9 1.186, H10 1.189, H11 1.186
2 C 4.473 1.133 1.723  C1 1.668, C3 1.668, H12 1.170, H13 1.192
3 C 3.269 0.417 2.630  C2 1.668, N4 1.512, H14 1.172, H15 1.194
4 N 2.213 -0.294 1.814  C3 1.512, C5 1.373, H16 1.051
5 C 1.117 0.356 1.301  N4 1.373, N6 1.532, N7 1.511
6 N 0.109 -0.400 0.431  C5 1.532, H17 1.056, H18 1.044
7 N 0.851 1.818 1.577  C5 1.511, Br8 1.874, H19 1.041
8 Br -0.063 2.123 3.185  N7 1.874, O20 2.272
9 H 5.671 -0.841 2.114  C1 1.186
10 H 4.750 -0.729 0.409  C1 1.189
11 H 6.420 0.238 0.681  C1 1.186
12 H 4.073 1.675 0.766  C2 1.170
13 H 5.106 1.906 2.372  C2 1.192
14 H 2.846 1.155 3.436  C3 1.172
15 H 3.832 -0.439 3.243  C3 1.194
16 H 2.354 -1.319 1.629  N4 1.051
17 H 0.036 -1.351 0.884  N6 1.056
18 H -0.803 0.108 0.457  N6 1.044
19 H 1.695 2.416 1.459  N7 1.041
20 O -1.815 0.688 3.365  Br8 2.272, C21 1.220
21 C -2.357 -0.404 3.415  O20 1.220, O22 1.365, C25 1.499
22 O -2.326 -1.230 4.502  C21 1.365, C23 1.427
23 C -2.966 -2.462 4.172  O22 1.427, C24 1.506, H26 1.095, H27 1.094
24 C -3.865 -2.143 3.006  C23 1.506, C25 1.508, H28 1.093, H29 1.097
25 C -3.107 -1.054 2.292  C21 1.499, C24 1.508, H30 1.094, H31 1.092
26 H -2.196 -3.197 3.914  C23 1.095
27 H -3.530 -2.827 5.035  C23 1.094
28 H -4.080 -3.012 2.378  C24 1.093
29 H -4.820 -1.747 3.372  C24 1.097
30 H -2.391 -1.461 1.572  C25 1.094
31 H -3.783 -0.345 1.807  C25 1.092
32 O -0.925 -3.056 -0.385  C33 1.220
33 C -0.813 -3.088 -1.600  O32 1.220, O34 1.365, C37 1.499
34 O -1.567 -3.876 -2.422  C33 1.365, C35 1.427
35 C -1.095 -3.740 -3.762  O34 1.427, C36 1.506, H38 1.095, H39 1.094
36 C -0.370 -2.420 -3.797  C35 1.506, C37 1.508, H40 1.093, H41 1.097
37 C 0.189 -2.313 -2.401  C33 1.499, C36 1.508, H42 1.094, H43 1.092
38 H -0.433 -4.583 -3.986  C35 1.095
39 H -1.941 -3.760 -4.454  C35 1.094
40 H 0.392 -2.368 -4.579  C36 1.093
41 H -1.087 -1.608 -3.968  C36 1.097
42 H 1.166 -2.798 -2.316  C37 1.094
43 H 0.241 -1.274 -2.068  C37 1.092
44 O -3.308 -0.176 -0.773  C45 1.220
45 C -3.453 1.007 -1.035  O44 1.220, O46 1.365, C49 1.499
46 O -2.850 1.644 -2.081  C45 1.365, C47 1.427
47 C -3.155 3.036 -2.021  O46 1.427, C48 1.506, H50 1.095, H51 1.094
48 C -4.415 3.132 -1.200  C47 1.506, C49 1.508, H52 1.093, H53 1.097
49 C -4.272 1.979 -0.240  C45 1.499, C48 1.508, H54 1.094, H55 1.092
50 H -2.314 3.558 -1.553  C47 1.095
51 H -3.296 3.427 -3.032  C47 1.094
52 H -4.534 4.100 -0.706  C48 1.093
53 H -5.289 2.969 -1.842  C48 1.097
54 H -3.717 2.263 0.658  C49 1.094
55 H -5.243 1.553 0.023  C49 1.092
56 O -3.476 5.492 -1.084  C57 1.220
57 C -3.621 6.675 -1.345  O56 1.220, O58 1.365, C61 1.499
58 O -3.018 7.312 -2.391  C57 1.365, C59 1.427
59 C -3.323 8.704 -2.331  O58 1.427, C60 1.506, H62 1.095, H63 1.094
60 C -4.583 8.800 -1.510  C59 1.506, C61 1.508, H64 1.093, H65 1.097
61 C -4.440 7.646 -0.550  C57 1.499, C60 1.508, H66 1.094, H67 1.092
62 H -2.482 9.226 -1.863  C59 1.095
63 H -3.465 9.095 -3.343  C59 1.094
64 H -4.703 9.768 -1.017  C60 1.093
65 H -5.457 8.637 -2.153  C60 1.097
66 H -3.885 7.931 0.348  C61 1.094
67 H -5.411 7.221 -0.287  C61 1.092
68 O -4.239 -7.415 2.947  C69 1.220
69 C -3.457 -6.945 2.137  O68 1.220, O70 1.365, C73 1.499
70 O -3.786 -5.996 1.212  C69 1.365, C71 1.427
71 C -2.663 -5.761 0.364  O70 1.427, C72 1.506, H74 1.095, H75 1.094
72 C -1.465 -6.217 1.154  C71 1.506, C73 1.508, H76 1.093, H77 1.097
73 C -2.023 -7.350 1.977  C69 1.499, C72 1.508, H78 1.094, H79 1.092
74 H -2.796 -6.336 -0.559  C71 1.095
75 H -2.606 -4.698 0.113  C71 1.094
76 H -0.619 -6.508 0.525  C72 1.093
77 H -1.130 -5.411 1.819  C72 1.097
78 H -1.978 -8.303 1.442  C73 1.094
79 H -1.525 -7.426 2.946  C73 1.092
80 O 8.938 -0.182 0.997  C81 1.220
81 C 9.050 -0.214 -0.217  O80 1.220, O82 1.365, C85 1.499
82 O 8.297 -1.002 -1.040  C81 1.365, C83 1.427
83 C 8.768 -0.866 -2.379  O82 1.427, C84 1.506, H86 1.095, H87 1.094
84 C 9.493 0.454 -2.414  C83 1.506, C85 1.508, H88 1.093, H89 1.097
85 C 10.052 0.561 -1.018  C81 1.499, C84 1.508, H90 1.094, H91 1.092
86 H 9.430 -1.710 -2.604  C83 1.095
87 H 7.922 -0.886 -3.072  C83 1.094
88 H 10.255 0.506 -3.196  C84 1.093
89 H 8.776 1.266 -2.586  C84 1.097
90 H 11.029 0.076 -0.933  C85 1.094
91 H 10.105 1.600 -0.685  C85 1.092

Here are the Löwdin charges for atoms 1 to 6, given in e: C -0.13; C -0.21; C -0.18; N 0.08; C -0.24; N 0.16